Record 1
# C24H24AsClO5PS6Tc

A molecular structure, C24H24AsClO5PS6Tc (ωB97M-V/def2-TZVPD, OMol25).

Output
Lowest unoccupied orbital energy (alpha / beta): -2.67 / -2.68 eV
E_HOMO (alpha / beta): -8.243 / -8.243 eV
ΔE to the lowest compared entry with this formula, charge and spin: 1.0 kcal/mol

```
! RIJCOSX wB97M-V def2-TZVPD def2/J DEFGRID3
* xyz 0 1
Tc 1.45 1.29 -0.95
C 1.91 -0.85 2.45
C 2.64 0.29 1.77
C 4.04 0.49 2.33
O 2.74 0.07 0.35
C 1.84 1.57 1.91
O 1.50 2.05 2.95
O 1.53 2.18 0.73
H 2.49 -1.77 2.38
H 0.93 -1.02 1.99
H 1.77 -0.60 3.50
H 4.62 -0.43 2.21
H 3.98 0.73 3.39
H 4.55 1.30 1.81
H 2.94 -0.88 0.12
S 2.33 3.85 -4.91
As 2.20 3.82 -2.88
S 0.32 2.68 -2.13
S 3.23 1.99 -1.91
S 2.41 5.37 -1.57
O -1.93 1.71 1.56
C -1.31 0.60 1.25
O -0.45 0.46 0.40
H -1.66 -0.23 1.87
S 3.05 -2.75 -0.75
P 1.25 -2.41 -1.44
S 0.84 -0.52 -2.26
C 0.86 -3.50 -2.84
C 1.16 -4.85 -2.65
C 0.86 -5.77 -3.64
C 0.27 -5.35 -4.82
C -0.02 -4.01 -5.02
C 0.27 -3.08 -4.03
C -0.07 -2.76 -0.25
C 0.22 -3.45 0.92
C -0.80 -3.78 1.80
C -2.11 -3.44 1.51
C -2.40 -2.75 0.33
C -1.39 -2.42 -0.55
H 1.63 -5.17 -1.73
H 1.10 -6.81 -3.48
H 0.05 -6.07 -5.60
H -0.47 -3.68 -5.94
H 0.04 -2.04 -4.20
H 1.25 -3.72 1.13
H -0.57 -4.32 2.71
H -2.90 -3.70 2.19
H -3.42 -2.49 0.09
H -1.62 -1.88 -1.46
Cl -4.64 2.79 0.22
C -3.84 4.07 1.10
C -4.60 5.12 1.58
C -3.97 6.15 2.26
C -2.60 6.13 2.46
C -1.86 5.06 1.97
C -2.46 4.01 1.29
C -1.62 2.90 0.77
H -5.67 5.12 1.41
H -4.57 6.98 2.63
H -2.11 6.94 2.98
H -0.78 5.04 2.12
H -1.85 2.66 -0.27
H -0.56 3.12 0.87
*
```

Record 2
# C24H24BN12O3PtS

A molecular structure, C24H24BN12O3PtS (ωB97M-V/def2-TZVPD, OMol25).

Output
Lowest unoccupied orbital energy (alpha / beta): -5.70 / -8.98 eV
⟨S²⟩: 0.784
E_HOMO (alpha / beta): -13.701 / -13.701 eV
ΔE to the lowest compared entry with this formula, charge and spin: 0.0 kcal/mol

```
! RIJCOSX wB97M-V def2-TZVPD def2/J DEFGRID3
* xyz 2 2
Pt -0.45 -1.03 0.70
C -3.45 0.01 3.45
C -2.83 -0.93 2.65
N -1.65 -0.45 2.23
N -1.51 0.80 2.73
C -2.59 1.09 3.46
B -0.32 1.73 2.29
N -0.58 2.09 0.80
C -0.81 3.23 0.15
C -1.08 2.93 -1.17
C -0.98 1.54 -1.25
N -0.68 1.04 -0.05
N 0.97 0.87 2.38
C 2.14 1.18 2.95
C 3.02 0.14 2.76
C 2.32 -0.81 2.03
N 1.08 -0.35 1.81
N -0.21 2.89 3.22
C -0.19 2.86 4.58
C 0.21 4.09 5.02
C 0.43 4.83 3.84
N 0.19 4.11 2.76
H -4.40 -0.08 3.95
H -3.16 -1.91 2.37
H -2.67 2.05 3.95
H -0.76 4.17 0.67
H -1.31 3.62 -1.97
H -1.11 0.89 -2.10
H 2.26 2.12 3.46
H 4.04 0.07 3.10
H 2.62 -1.77 1.66
H -0.44 1.97 5.13
H 0.33 4.41 6.04
H 0.75 5.86 3.74
N 2.95 0.77 -6.64
C 2.62 0.13 -5.52
C 2.73 0.80 -4.26
C 2.44 0.12 -3.12
C 2.02 -1.22 -3.20
C 1.88 -1.89 -4.42
C 2.17 -1.23 -5.58
S 1.80 -2.14 -1.68
O 1.70 -3.51 -2.06
O 2.79 -1.65 -0.79
N 0.36 -1.60 -1.12
C -0.84 -1.95 -1.67
N -1.09 -2.34 -2.90
C -2.38 -2.55 -3.18
C -3.41 -2.34 -2.26
C -3.06 -1.90 -1.00
N -1.77 -1.73 -0.71
H 3.28 1.72 -6.62
H 2.89 0.31 -7.54
H 3.07 1.83 -4.23
H 2.55 0.59 -2.15
H 1.55 -2.92 -4.43
H 2.09 -1.72 -6.54
H -2.60 -2.89 -4.18
H -4.44 -2.50 -2.53
H -3.79 -1.69 -0.23
C -1.21 -3.72 2.03
C -0.09 -2.95 1.39
O 1.01 -3.36 1.22
H -1.39 -3.32 3.03
H -0.90 -4.76 2.12
H -2.12 -3.65 1.45
*
```

Record 3
# C24H24CdClN4O5S

A molecular structure, C24H24CdClN4O5S (ωB97M-V/def2-TZVPD, OMol25).

Output
Lowest unoccupied orbital energy: 1.98 eV
E_HOMO: -3.068 eV

```
! RIJCOSX wB97M-V def2-TZVPD def2/J DEFGRID3
* xyz -1 1
Cd 1.71 -0.04 0.74
O -2.32 -2.05 6.66
C -1.00 -1.51 6.73
C -0.54 -1.09 5.36
C 0.61 -0.32 5.23
C 1.06 0.02 3.97
N 0.40 -0.35 2.88
C -0.70 -1.08 2.98
C -1.21 -1.48 4.21
C -1.33 -1.48 1.69
C -2.67 -1.84 1.61
C -3.19 -2.22 0.38
C -4.64 -2.61 0.25
O -5.09 -3.45 1.30
C -2.34 -2.22 -0.72
C -1.03 -1.81 -0.56
N -0.53 -1.45 0.62
H -2.53 -2.43 7.52
H -0.30 -2.27 7.11
H -0.96 -0.65 7.40
H 1.16 0.00 6.11
H 1.99 0.55 3.78
H -2.08 -2.11 4.29
H -3.30 -1.81 2.48
H -4.81 -3.07 -0.73
H -5.26 -1.72 0.30
H -4.48 -4.19 1.37
H -2.69 -2.51 -1.70
H -0.35 -1.72 -1.40
Cl 4.31 5.81 -3.05
C 3.26 4.43 -2.81
C 3.47 3.59 -1.74
C 2.62 2.51 -1.55
C 1.56 2.28 -2.42
C 1.38 3.14 -3.50
C 2.22 4.22 -3.70
C 0.58 1.14 -2.22
O -0.29 0.96 -3.09
O 0.67 0.46 -1.15
H 4.30 3.76 -1.06
H 2.82 1.85 -0.71
H 0.56 2.93 -4.18
H 2.08 4.89 -4.54
N 0.15 2.52 1.44
C -0.63 2.53 0.59
N -1.54 2.56 -0.37
C -1.60 3.62 -1.37
C -3.05 4.06 -1.50
O -3.89 2.95 -1.80
C -3.83 1.95 -0.80
C -2.42 1.42 -0.63
H -1.24 3.23 -2.32
H -0.96 4.44 -1.06
H -3.16 4.77 -2.31
H -3.38 4.52 -0.56
H -4.50 1.15 -1.12
H -4.19 2.36 0.15
H -2.07 0.91 -1.53
H -2.36 0.73 0.22
S 3.83 -0.01 1.65
*
```

Record 4
# C24H24Cl3F8N4O3S2SeSiTc

A molecular structure, C24H24Cl3F8N4O3S2SeSiTc (ωB97M-V/def2-TZVPD, OMol25).

Output
Lowest unoccupied orbital energy (alpha / beta): -2.75 / -6.59 eV
⟨S²⟩: 0.766
E_HOMO (alpha / beta): -9.670 / -9.669 eV
ΔE to the lowest compared entry with this formula, charge and spin: 6.7 kcal/mol

```
! RIJCOSX wB97M-V def2-TZVPD def2/J DEFGRID3
* xyz 1 2
Tc -0.14 -0.48 -0.13
C -1.86 0.47 2.27
C -0.45 0.31 2.82
N 0.35 -0.66 2.03
C 0.20 -2.07 2.48
C -1.12 -2.71 2.08
S -1.52 -2.31 0.33
C -3.19 -1.54 0.48
C -3.14 -0.03 0.28
N -1.88 0.55 0.79
H -2.32 1.36 2.71
H -2.47 -0.38 2.57
H -0.50 0.01 3.87
H 0.07 1.26 2.78
H 1.32 -0.41 2.19
H 0.31 -2.13 3.57
H 1.02 -2.62 2.04
H -1.94 -2.40 2.72
H -1.03 -3.79 2.16
H -3.61 -1.83 1.45
H -3.81 -2.00 -0.28
H -4.01 0.43 0.77
H -3.20 0.20 -0.78
H -1.88 1.54 0.55
Cl 4.37 -2.51 -3.21
Si 3.21 -1.04 -2.47
Cl 4.42 0.41 -1.69
Cl 2.07 -0.19 -3.93
F 6.13 -3.42 2.91
C 5.17 -3.08 2.07
C 4.68 -1.78 2.06
F 5.17 -0.88 2.90
C 3.68 -1.45 1.17
F 3.22 -0.18 1.21
C 3.14 -2.36 0.28
Se 1.71 -1.91 -0.95
C 3.65 -3.65 0.31
F 3.18 -4.58 -0.52
C 4.66 -4.02 1.19
F 5.13 -5.26 1.19
F -3.92 0.22 -6.06
C -2.68 -0.26 -6.10
F -2.71 -1.46 -6.69
F -1.95 0.56 -6.88
C -2.09 -0.34 -4.71
C -2.07 0.80 -3.92
C -1.51 0.72 -2.66
N -0.97 -0.40 -2.15
C -1.02 -1.50 -2.93
C -1.57 -1.51 -4.20
H -2.48 1.74 -4.27
H -1.50 1.58 -2.01
H -0.61 -2.40 -2.51
H -1.57 -2.42 -4.77
N 1.13 1.38 -0.69
C 0.67 2.52 0.02
C 1.22 2.83 1.26
C 0.59 3.73 2.09
C -0.59 4.33 1.67
C -1.06 4.15 0.38
C -0.40 3.28 -0.47
S -1.61 5.09 2.85
O -1.99 6.41 2.41
O -0.91 5.05 4.12
O -2.79 4.21 2.97
H 1.04 1.50 -1.70
H 2.11 1.20 -0.49
H 2.12 2.33 1.59
H 0.98 3.93 3.08
H -1.93 4.70 0.03
H -0.73 3.16 -1.49
*
```

Record 5
# C24H24CuN4O5S

A molecular structure, C24H24CuN4O5S (ωB97M-V/def2-TZVPD, OMol25).

Output
Lowest unoccupied orbital energy (alpha / beta): -1.07 / -1.07 eV
⟨S²⟩: 0.754
E_HOMO (alpha / beta): -8.287 / -8.266 eV
ΔE to the lowest compared entry with this formula, charge and spin: 0.0 kcal/mol

```
! RIJCOSX wB97M-V def2-TZVPD def2/J DEFGRID3
* xyz 0 2
Cu -2.01 1.00 1.55
C -2.30 -0.91 5.33
C -2.16 -0.03 4.15
N -2.18 -0.42 2.86
N -2.23 -1.65 2.39
C -2.43 -1.63 1.05
O -2.43 -0.54 0.37
C -2.56 -2.92 0.34
C -2.26 -4.14 0.98
C -2.60 -5.33 0.28
C -3.15 -5.32 -1.00
C -3.34 -4.09 -1.61
C -3.01 -2.87 -0.98
C -1.89 1.37 4.32
C -1.80 1.88 5.62
C -1.52 3.27 5.69
C -1.46 4.04 4.55
C -1.70 3.44 3.28
N -1.90 2.14 3.22
H -1.37 -0.97 5.89
H -2.60 -1.93 5.03
H -3.13 -0.56 5.99
H -1.86 -4.25 1.96
H -2.54 -6.30 0.80
H -3.47 -6.24 -1.54
H -3.76 -4.04 -2.62
H -3.22 -1.87 -1.42
H -1.68 1.20 6.48
H -1.15 3.68 6.63
H -1.18 5.12 4.51
H -1.68 4.00 2.31
C 2.85 -1.58 -6.55
C 3.19 -0.82 -5.28
C 2.76 -1.32 -4.03
C 3.04 -0.60 -2.85
C 3.63 0.67 -2.93
C 4.12 1.09 -4.14
C 3.91 0.33 -5.28
S 4.11 1.53 -1.46
O 4.97 0.74 -0.63
O 4.59 2.84 -1.86
N 2.63 1.74 -0.74
C 1.99 3.02 -0.76
C 0.44 2.94 -0.79
C -0.16 2.05 0.28
O -1.43 2.30 0.38
O 0.47 1.20 0.95
H 1.77 -1.84 -6.50
H 3.29 -2.58 -6.55
H 3.15 -1.10 -7.48
H 2.30 -2.33 -3.96
H 2.79 -1.02 -1.89
H 4.64 2.07 -4.16
H 4.31 0.74 -6.20
H 2.23 1.14 -0.04
H 2.42 3.55 -1.60
H 2.33 3.59 0.10
H 0.16 2.59 -1.79
H 0.03 3.91 -0.68
*
```

Record 6
# C24H24F10N9O2SSr

A molecular structure, C24H24F10N9O2SSr (ωB97M-V/def2-TZVPD, OMol25).

Output
Lowest unoccupied orbital energy: 2.38 eV
E_HOMO: -4.503 eV
ΔE to the lowest compared entry with this formula, charge and spin: 0.0 kcal/mol

```
! RIJCOSX wB97M-V def2-TZVPD def2/J DEFGRID3
* xyz -1 1
Sr -0.15 0.06 -0.18
C -3.32 -1.52 -0.96
N -2.35 -1.53 0.13
C -1.81 -2.87 0.34
C -0.87 -3.32 -0.77
N 0.23 -2.37 -0.90
C 1.49 -2.88 -0.98
C 2.54 -2.24 -0.30
F 2.24 -1.20 0.51
C 3.86 -2.63 -0.39
F 4.81 -1.96 0.29
C 4.21 -3.73 -1.14
F 5.50 -4.12 -1.23
C 3.21 -4.42 -1.81
F 3.54 -5.48 -2.56
C 1.90 -4.00 -1.73
F 0.99 -4.67 -2.47
C -3.00 -0.98 1.33
C -2.12 -0.93 2.57
N -0.89 -0.23 2.30
C -0.13 0.15 3.33
C -0.24 -0.15 4.72
F -1.20 -1.00 5.17
C 0.62 0.35 5.68
F 0.43 0.01 6.97
C 1.67 1.18 5.36
F 2.50 1.67 6.30
C 1.84 1.50 4.02
F 2.84 2.31 3.64
C 0.98 0.99 3.08
F 1.20 1.34 1.78
H -4.19 -2.17 -0.72
H -3.68 -0.50 -1.12
H -2.87 -1.88 -1.88
H -1.22 -2.86 1.26
H -2.63 -3.60 0.46
H -0.52 -4.32 -0.50
H -1.43 -3.45 -1.71
H -3.32 0.03 1.08
H -3.91 -1.56 1.57
H -2.73 -0.43 3.34
H -1.96 -1.95 2.95
C 1.93 4.87 1.21
C 2.66 3.85 0.42
N 3.93 3.65 0.42
N 4.10 2.57 -0.41
C 2.96 2.08 -0.92
S 2.69 0.80 -1.95
N 2.03 2.93 -0.38
N 0.67 2.74 -0.60
H 2.66 5.51 1.70
H 1.31 4.39 1.97
H 1.28 5.47 0.57
H 5.01 2.18 -0.57
H 0.38 3.14 -1.49
H 0.07 3.13 0.13
C -2.78 0.22 -4.34
C -1.98 0.62 -3.14
N -1.05 -0.12 -2.67
O -0.89 -1.34 -3.33
C -2.25 1.87 -2.41
C -2.81 3.09 -3.08
N -1.91 1.90 -1.15
O -2.03 3.02 -0.51
H -3.15 -0.79 -4.20
H -2.14 0.20 -5.23
H -3.61 0.90 -4.51
H -0.31 -1.81 -2.69
H -2.88 2.97 -4.16
H -2.17 3.95 -2.85
H -3.80 3.34 -2.68
*
```

Record 7
# C24H24F33N4O4

5 unconnected molecules or ions with the total composition C24H24F33N4O4 (ωB97M-V/def2-TZVPD, OMol25).

Output
Lowest unoccupied orbital energy: -4.57 eV
E_HOMO: -13.165 eV
ΔE to the lowest compared entry with this formula, charge and spin: 171.9 kcal/mol

```
! RIJCOSX wB97M-V def2-TZVPD def2/J DEFGRID3
* xyz 1 1
C -6.96 -5.49 2.22
C -7.13 -3.88 1.81
F -8.20 -3.64 0.81
N -5.80 -3.24 1.47
C -5.67 -1.71 1.59
N -4.25 -1.24 1.26
C -3.64 -2.60 0.94
N -2.28 -2.58 0.59
N -4.59 -3.78 1.05
H -6.49 -5.55 3.31
H -6.37 -6.09 1.41
H -8.06 -5.92 2.31
H -7.50 -3.35 2.81
H -6.57 -1.02 1.93
H -1.78 -3.49 0.71
H -1.81 -1.71 0.21
H -4.39 -4.79 0.87
C 0.28 -5.44 -2.06
C 0.77 -4.48 -0.97
C 0.56 -2.99 -1.23
F 1.03 -2.57 -2.43
F 1.21 -2.25 -0.29
F 2.07 -4.77 -0.70
F 0.08 -4.79 0.18
O 1.21 -5.81 -3.09
C 1.43 -4.83 -4.09
C 2.79 -4.11 -3.96
F 3.03 -3.72 -2.69
F 2.83 -2.99 -4.73
F 0.37 -3.99 -4.11
F 1.38 -5.49 -5.29
H 0.05 -6.39 -1.56
H -0.69 -5.13 -2.49
H -0.50 -2.73 -1.18
H 3.61 -4.77 -4.26
C -4.24 1.75 3.61
C -5.27 0.97 4.45
C -6.49 1.76 4.92
F -6.18 2.91 5.57
F -7.22 1.03 5.80
F -4.62 0.37 5.48
F -5.73 -0.06 3.66
O -3.16 2.37 4.32
C -3.50 3.59 4.98
C -3.61 3.45 6.51
F -4.34 2.36 6.86
F -4.22 4.53 7.06
F -4.61 4.10 4.40
F -2.49 4.48 4.68
H -3.74 1.00 2.98
H -4.71 2.43 2.90
H -7.14 2.01 4.09
H -2.62 3.34 6.97
C 5.20 -0.46 -3.65
C 6.07 -1.01 -4.81
C 7.54 -1.28 -4.48
F 8.18 -0.23 -3.92
F 8.23 -1.57 -5.62
F 5.93 -0.17 -5.87
F 5.50 -2.19 -5.20
O 5.12 0.96 -3.52
C 6.25 1.59 -2.92
C 7.12 2.35 -3.93
F 7.37 1.62 -5.05
F 8.33 2.66 -3.40
F 6.93 0.66 -2.21
F 5.76 2.47 -1.99
H 4.17 -0.77 -3.87
H 5.43 -0.95 -2.70
H 7.64 -2.14 -3.82
H 6.64 3.28 -4.25
C 1.95 3.86 -0.93
C 2.12 5.28 -1.48
C 3.27 6.10 -0.88
F 3.26 6.16 0.46
F 3.19 7.39 -1.31
F 0.93 5.93 -1.39
F 2.36 5.16 -2.83
O 1.07 3.69 0.19
C 1.61 4.08 1.45
C 1.03 5.41 1.97
F 1.02 6.37 1.02
F 1.78 5.90 3.00
F 2.96 4.07 1.36
F 1.29 3.07 2.33
H 1.47 3.28 -1.73
H 2.91 3.35 -0.76
H 4.24 5.71 -1.20
H 0.01 5.28 2.33
*
```

Number 1: total energy -6812.53342 Eh, F_max 0.964 eV Å⁻¹. Number 2: total energy -2353.68499 Eh, F_max 0.130 eV Å⁻¹. Number 3: total energy -2550.38842 Eh, F_max 0.184 eV Å⁻¹. Number 4: total energy -7121.21806 Eh, F_max 0.691 eV Å⁻¹. Number 5: total energy -3562.84094 Eh, F_max 3.728 eV Å⁻¹. Number 6: total energy -2999.81293 Eh, F_max 0.171 eV Å⁻¹. Number 7: total energy -4744.00173 Eh, F_max 8.899 eV Å⁻¹.